Entry 1:
C21H26N2O5S2 | wB97M-V/def2-TZVPD

XYZ file:
```
56
Properties=species:S:1:pos:R:3:mulliken_charge:R:1
C 6.19113 -1.11330 -3.51781 -1.04
C 6.24703 0.11479 -2.61343 -0.41
O 6.02880 -0.19934 -1.25301 -0.48
C 4.76905 -0.48100 -0.81864 0.73
C 3.60186 -0.36829 -1.56391 -0.72
C 2.37306 -0.65452 -0.99356 -0.54
C 2.27075 -1.07473 0.32668 0.90
C 3.44596 -1.20528 1.06646 -0.47
C 4.66771 -0.90502 0.50667 -0.96
H 5.57356 -1.00005 1.08416 0.41
H 3.41972 -1.55299 2.08716 0.42
N 1.01935 -1.40550 0.87100 -0.02
S -0.25386 -1.86722 -0.09507 1.44
O 0.23758 -2.59704 -1.22329 -0.72
O -1.19251 -2.53765 0.76663 -0.70
C -1.08924 -0.39027 -0.68972 0.66
C -0.55900 0.88657 -0.62732 0.01
C -1.30737 1.94988 -1.09409 -1.36
C -2.58069 1.74432 -1.62912 0.87
C -3.09691 0.45414 -1.70164 -0.21
C -2.34502 -0.60605 -1.22803 -1.69
H -2.72377 -1.61562 -1.26541 0.49
H -4.07371 0.26366 -2.11444 0.40
S -3.44151 3.18134 -2.16487 -0.05
C -5.06235 2.55518 -2.69227 -0.88
H -5.62787 3.43181 -2.99243 0.39
H -4.94689 1.88565 -3.53934 0.28
H -5.55811 2.06443 -1.86013 0.29
H -0.91582 2.95390 -1.04154 0.38
H 0.41436 1.06563 -0.20029 0.28
C 0.68731 -1.17683 2.26199 -1.08
C 0.02658 0.19400 2.42021 0.50
O 0.67528 1.19477 2.15855 -0.69
N -1.24997 0.27676 2.84729 0.06
C -2.19990 -0.78250 3.11393 -0.61
H -1.81205 -1.75544 2.82648 0.39
C -3.47509 -0.54195 2.29312 -0.02
O -4.02691 0.73387 2.51585 -0.47
C -3.09318 1.74474 2.21130 0.09
H -3.58745 2.69373 2.42488 0.41
C -1.83137 1.59290 3.05971 -0.86
H -1.08724 2.34190 2.78876 0.45
H -2.09244 1.69361 4.11932 0.34
H -2.82423 1.70318 1.14571 -0.18
H -4.24301 -1.26160 2.57969 0.40
H -3.23343 -0.67303 1.22840 -0.14
H -2.44413 -0.77502 4.18345 0.29
H 0.07112 -2.00752 2.59673 0.58
H 1.60413 -1.14865 2.85231 0.44
H 1.48938 -0.57541 -1.60414 0.36
H 3.62091 -0.04928 -2.59372 0.39
H 7.25328 0.54327 -2.63221 0.32
H 5.54064 0.88249 -2.95266 0.32
H 6.41142 -0.82522 -4.54215 0.35
H 6.92574 -1.84450 -3.19024 0.31
H 5.20826 -1.57647 -3.48305 0.34
```

Values from the calculation:
Spin multiplicity: 1
E_tot, hartree: -2097.88579
Total charge: 0
Kohn-Sham gap, Ha: 0.3129


Entry 2:
C21H26N2O6S | wB97M-V/def2-TZVPD

XYZ file:
```
56
Properties=species:S:1:pos:R:3:mulliken_charge:R:1
O 4.96314 1.49680 1.85065 -0.66
C 4.29497 1.73569 0.87028 0.78
N 4.33723 1.04510 -0.28057 -0.06
H 3.72545 1.31591 -1.03929 0.31
C 4.98555 -0.24096 -0.39424 -1.58
H 5.60687 -0.24605 -1.29495 0.40
H 5.62681 -0.34850 0.48342 0.51
C 3.97362 -1.39810 -0.45215 0.50
C 3.11789 -1.34716 -1.72039 -0.42
C 2.15706 -2.53286 -1.76454 -1.12
C 1.25901 -2.54041 -0.53123 0.32
C 2.10336 -2.58776 0.73836 -1.20
C 3.07122 -1.40906 0.78321 -0.03
H 3.68395 -1.45823 1.68559 0.46
H 2.49563 -0.48142 0.82378 -0.33
H 1.45339 -2.56669 1.61522 0.44
H 2.66925 -3.52179 0.76244 0.40
H 0.58652 -3.39939 -0.56250 0.38
H 0.64242 -1.63820 -0.52446 -0.35
H 1.54711 -2.47977 -2.66834 0.44
H 2.72987 -3.46250 -1.80083 0.40
H 2.53564 -0.42373 -1.74430 0.03
H 3.76372 -1.36129 -2.60169 0.35
H 4.55379 -2.32759 -0.46618 0.35
C 3.26362 2.88411 0.84357 -0.71
H 3.34926 3.46817 -0.07791 0.37
H 3.39658 3.51448 1.72267 0.34
O 1.95351 2.32724 0.95354 -0.33
C 1.36345 1.89218 -0.15803 0.19
O 1.83218 2.02631 -1.26787 -0.72
C 0.08865 1.18115 0.10902 0.65
C -0.27328 0.80648 1.40190 -0.37
C -1.42673 0.06892 1.59876 -1.24
C -2.20576 -0.27929 0.51120 0.50
C -1.85679 0.08201 -0.77530 -0.52
C -0.70149 0.81342 -0.97940 -0.74
H -0.38750 1.10192 -1.97118 0.53
H -2.49341 -0.22579 -1.58890 0.69
S -3.69231 -1.25496 0.77594 1.30
O -3.32837 -2.45617 1.46608 -0.71
O -4.39792 -1.35234 -0.46161 -0.64
N -4.60406 -0.39557 1.87557 -0.39
H -4.35791 -0.65431 2.81772 0.32
C -4.84073 1.02474 1.67894 -0.78
C -5.24854 1.28011 0.26915 0.34
C -6.43933 1.13313 -0.37626 -0.53
C -6.20106 1.48054 -1.72771 -0.58
C -4.88598 1.81241 -1.80018 -0.32
O -4.29911 1.69850 -0.59579 -0.17
H -4.27039 2.14145 -2.61362 0.50
H -6.91222 1.47798 -2.52748 0.44
H -7.36389 0.81062 0.05481 0.51
H -5.64364 1.32598 2.35797 0.48
H -3.94107 1.62072 1.89714 0.27
H -1.71503 -0.25760 2.58611 0.44
H 0.35581 1.08141 2.23385 0.55
```

Values from the calculation:
Spin multiplicity: 1
E_tot, hartree: -1774.98030
Total charge: 0
Kohn-Sham gap, Ha: 0.3108


Entry 3:
C21H26N2O6S | wB97M-V/def2-TZVPD

XYZ file:
```
56
Properties=species:S:1:pos:R:3:mulliken_charge:R:1
C 6.19897 -2.59376 -4.38389 -1.23
C 5.90039 -1.46003 -3.42135 -0.21
H 5.65616 -0.53525 -3.95667 0.30
H 6.75419 -1.25506 -2.76552 0.31
O 4.78196 -1.83488 -2.61725 -0.25
C 4.44817 -0.98968 -1.63595 0.58
O 5.03731 0.04359 -1.42161 -0.64
C 3.28746 -1.46343 -0.84643 0.07
C 2.89648 -0.71931 0.26546 -0.88
C 1.82558 -1.12511 1.03010 -0.44
C 1.11947 -2.28020 0.69077 1.01
C 1.50553 -3.02604 -0.42059 -0.56
C 2.58378 -2.61779 -1.17972 -0.72
H 2.88696 -3.19416 -2.03909 0.47
H 0.95613 -3.91502 -0.68147 0.53
N 0.03282 -2.63143 1.49247 -0.11
C -0.94644 -3.54088 1.25417 0.51
O -0.97597 -4.33818 0.34675 -0.63
C -2.07205 -3.47252 2.29903 -0.55
O -2.17087 -2.23008 2.95766 -0.54
C -2.47803 -1.11912 2.22208 0.41
C -2.47940 0.08480 2.93060 -0.84
C -2.71288 1.27400 2.27116 -0.20
C -2.95085 1.26225 0.90976 0.11
C -2.97655 0.07740 0.20452 -0.87
C -2.74158 -1.12224 0.85431 -0.27
H -2.75452 -2.03997 0.28831 0.42
H -3.18080 0.10440 -0.85333 0.41
S -3.10562 2.80112 0.01772 1.31
O -3.20546 3.86776 0.97318 -0.65
O -4.10140 2.67777 -1.00575 -0.76
N -1.63466 2.81362 -0.74972 -0.19
H -1.70174 2.92545 -1.74712 0.34
C -0.49755 3.45122 -0.11757 0.37
C 0.66758 2.46173 -0.04966 -1.66
H 0.34506 1.53832 0.42483 0.21
H 1.02306 2.22594 -1.04956 0.34
H 1.48927 2.88575 0.52047 0.44
C -0.10011 4.74582 -0.83397 -0.74
C -1.22798 5.77064 -0.83472 -1.16
H -1.51696 6.01581 0.18400 0.28
H -2.10854 5.37873 -1.33945 0.27
H -0.91371 6.68069 -1.34056 0.40
H 0.77474 5.16373 -0.33280 0.39
H 0.18671 4.50592 -1.86158 0.37
H -0.83107 3.69334 0.89687 0.52
H -2.71448 2.21811 2.79167 0.52
H -2.28806 0.05774 3.99172 0.48
H -1.85750 -4.20029 3.08791 0.35
H -3.01360 -3.75890 1.81676 0.39
H -0.09506 -2.04855 2.31161 0.18
H 1.52504 -0.54908 1.89423 0.30
H 3.44840 0.17487 0.51060 0.47
H 5.33742 -2.78315 -5.01848 0.31
H 6.43096 -3.50131 -3.83299 0.31
H 7.04821 -2.32933 -5.00700 0.40
```

Values from the calculation:
Spin multiplicity: 1
E_tot, hartree: -1774.99890
Total charge: 0
Kohn-Sham gap, Ha: 0.3419


Entry 4:
C21H26N3 | wB97M-V/def2-TZVPD

XYZ file:
```
50
Properties=species:S:1:pos:R:3:mulliken_charge:R:1
C -1.05376 4.43146 2.13911 -1.07
N -1.43904 3.19718 1.48565 -0.14
C -0.81518 2.03016 2.07061 -0.73
C -1.45158 0.77604 1.48024 -0.44
N -1.24068 0.75585 0.01569 1.02
H -0.21030 0.80122 -0.16287 -0.97
C -1.73484 -0.48713 -0.63488 -0.96
C -0.92463 -0.86618 -1.87047 -1.19
H -0.85825 -0.03091 -2.56923 0.55
H -1.47172 -1.65973 -2.38510 0.54
C 0.49160 -1.42622 -1.55580 3.51
C 1.11209 -1.74238 -2.83851 -0.52
N 1.62230 -1.92885 -3.84195 -0.56
C 0.31849 -2.70021 -0.73646 -0.16
C 0.25527 -2.66534 0.65296 0.27
C 0.02818 -3.82439 1.37477 -1.29
C -0.14386 -5.03077 0.71835 -0.58
C -0.08616 -5.07253 -0.66396 -0.90
C 0.13722 -3.91407 -1.38770 -0.74
H 0.18268 -3.95754 -2.46594 0.48
H -0.21337 -6.00846 -1.18444 0.44
H -0.31605 -5.93324 1.28293 0.44
H -0.00932 -3.78219 2.45273 0.43
H 0.42107 -1.73828 1.18688 0.70
C 1.47064 -0.42057 -0.95292 -0.78
C 1.42467 0.93169 -1.30279 0.24
C 2.34899 1.82815 -0.78498 -0.74
C 3.33566 1.39121 0.08044 -0.81
C 3.42384 0.04274 0.38496 -0.91
C 2.51008 -0.85648 -0.13633 -0.59
H 2.61969 -1.90752 0.08033 0.57
H 4.21972 -0.31731 1.01740 0.46
H 4.05260 2.08888 0.48293 0.46
H 2.30864 2.86536 -1.08293 0.56
H 0.72914 1.28877 -2.05014 0.43
H -1.68098 -1.30561 0.08740 0.62
H -2.78287 -0.34129 -0.90405 0.33
C -1.83519 1.98000 -0.56937 -0.68
C -1.20272 3.21828 0.05754 -0.48
H -1.67657 4.10642 -0.36312 0.57
H -0.12498 3.25594 -0.18658 0.12
H -1.68568 1.97951 -1.64947 0.43
H -2.90594 1.97467 -0.35616 0.46
H -1.00973 -0.11750 1.92320 0.40
H -2.52556 0.78155 1.67550 0.36
H -0.98929 2.04148 3.14744 0.52
H 0.27933 2.00693 1.90115 0.24
H -1.60639 5.25414 1.69197 0.35
H -1.31870 4.37029 3.19182 0.35
H 0.02143 4.63676 2.05417 0.37
```

Values from the calculation:
Spin multiplicity: 1
E_tot, hartree: -979.84556
Total charge: +1
Kohn-Sham gap, Ha: 0.3703


Entry 5:
C21H26N4O2 | wB97M-V/def2-TZVPD

XYZ file:
```
53
Properties=species:S:1:pos:R:3:mulliken_charge:R:1
C 3.34850 4.81442 2.22009 -1.40
H 3.84129 5.09460 3.14711 0.34
C 2.53873 3.53444 2.38873 -0.17
H 1.82154 3.65786 3.20294 0.33
H 1.96724 3.36542 1.47266 0.07
C 3.40667 2.30168 2.66528 0.71
C 4.11267 2.38664 4.01587 -1.65
H 4.79629 3.22968 4.03794 0.42
H 3.38530 2.50786 4.81529 0.35
H 4.68521 1.48146 4.20529 0.43
C 2.55024 1.03071 2.63771 -0.98
H 3.15882 0.15393 2.87464 0.37
H 1.72343 1.10865 3.35010 0.41
O 2.01566 0.79845 1.33314 -0.25
C 0.71110 0.95003 1.16066 -0.18
O -0.08100 1.27935 1.99525 -0.59
C 0.34673 0.63884 -0.30658 1.00
C -0.38000 1.76661 -0.83276 0.22
N -0.91672 2.69677 -1.22399 -0.63
C -0.45313 -0.65412 -0.27733 0.20
N -0.14005 -1.43886 0.71144 -0.49
C -0.90639 -2.52323 0.96401 0.16
C -0.57257 -3.40928 2.00068 -0.79
C -1.42546 -4.43516 2.30907 -0.53
C -2.62793 -4.60325 1.60430 -0.51
C -2.97323 -3.75757 0.58498 -0.55
C -2.10567 -2.70823 0.22830 0.19
N -2.38639 -1.92276 -0.82730 -0.35
C -1.55376 -0.95221 -1.15308 0.68
N -1.84346 -0.20369 -2.25669 0.21
C -0.83217 0.10876 -3.24442 -0.85
C -0.75760 -0.99261 -4.30934 -0.67
C -2.11896 -1.18601 -4.96977 -0.78
C -3.16689 -1.48270 -3.90114 -0.55
C -3.15536 -0.37051 -2.85370 -0.95
H -3.86290 -0.59054 -2.05502 0.56
H -3.41744 0.58542 -3.31800 0.44
H -2.94030 -2.42879 -3.40714 0.30
H -4.15925 -1.55593 -4.34699 0.36
H -2.07188 -2.00196 -5.69328 0.38
H -2.39301 -0.27444 -5.50647 0.30
H -0.00516 -0.72280 -5.05223 0.38
H -0.44856 -1.92646 -3.83268 0.28
H 0.14369 0.21785 -2.77485 0.30
H -1.09959 1.06280 -3.70957 0.44
H -3.88706 -3.88208 0.02510 0.45
H -3.28453 -5.41771 1.87390 0.38
H -1.18047 -5.12241 3.10534 0.38
H 0.35152 -3.25333 2.53543 0.46
H 1.28450 0.50773 -0.86017 0.36
H 4.15799 2.21667 1.87215 0.28
H 2.69377 5.63095 1.92597 0.41
H 4.10600 4.68905 1.44908 0.32
```

Values from the calculation:
Spin multiplicity: 1
E_tot, hartree: -1185.34591
Total charge: 0
Kohn-Sham gap, Ha: 0.2945